1.
C40H40IrN7S4Sb | the ωB97M-V functional and the def2-TZVPD basis

Positions of all 93 atoms, in Å:
Ir (0.5765, -1.9610, -0.6856)
Sb (-1.2917, 0.9956, 1.6356)
S (-1.0329, -6.2511, -2.2126)
S (1.9920, 2.5461, -1.8769)
S (3.0740, 0.8706, -0.0611)
S (2.1992, -0.8460, -2.8112)
N (3.8931, -4.4283, 0.5695)
N (-2.6207, -1.8806, -3.3840)
N (1.8206, -3.7587, 2.9891)
N (2.5017, -3.1629, -0.5571)
N (-0.9851, -1.3871, -1.9795)
N (0.7883, -2.6520, 1.4053)
N (-0.3675, -3.9487, -1.3851)
C (3.4418, -3.6612, -1.4283)
C (-3.9159, -0.0637, 0.4870)
C (2.1840, 1.9555, -3.5797)
C (-3.1292, 1.7893, -3.5234)
C (3.6592, 3.1210, -1.4066)
C (-0.9904, 0.5960, 3.6672)
C (-1.7782, -4.9013, -2.9375)
C (0.2720, 0.6785, 4.2592)
C (-0.1345, -5.2208, -1.2065)
C (-1.3068, -3.7564, -2.3720)
C (0.0174, -2.6078, 2.5432)
C (-4.1460, 1.9250, 1.8555)
C (-0.6314, 2.9408, 1.2253)
C (0.3933, 0.5147, 5.6274)
C (4.2582, -0.1624, -0.9759)
C (-2.0913, 2.1077, -2.6339)
C (3.9333, -0.4159, -2.4454)
C (-2.6134, -0.4946, -3.2788)
C (1.8696, -3.3602, 1.7089)
C (0.9542, 4.7242, 1.5253)
C (-5.5167, 1.9037, 1.6419)
C (-1.9822, 0.1186, 5.8024)
C (-5.2874, -0.0737, 0.2809)
C (-3.4128, 0.4809, -3.8618)
C (-1.5833, -0.1929, -2.3873)
C (0.5739, 3.4103, 1.7522)
C (-1.4348, 3.7755, 0.4486)
C (3.8734, 2.5065, -0.0302)
C (0.6485, -3.2930, 3.5341)
C (-3.3517, 0.9341, 1.2768)
C (4.3154, -4.4459, -0.7366)
C (-2.1160, 0.2791, 4.4308)
C (-1.6479, -2.3646, -2.6061)
C (-0.7339, 0.2399, 6.3980)
C (2.7981, -3.6496, 0.6374)
C (-1.3098, 1.1283, -2.0487)
C (1.6723, 0.5454, -3.8720)
C (-1.0480, 5.0902, 0.2303)
C (0.1459, 5.5617, 0.7621)
C (-6.0835, 0.9085, 0.8559)
H (1.6107, 2.6481, -4.2011)
H (5.2380, 0.3094, -0.8890)
H (4.3361, -4.9327, 1.3241)
H (0.3741, -3.4902, 4.5561)
H (-4.2112, 0.2368, -4.5498)
H (2.5077, -4.3076, 3.4854)
H (-2.8542, -0.0955, 6.4057)
H (1.8606, 5.1131, 1.9729)
H (3.4139, -3.4571, -2.4853)
H (1.1850, 2.7816, 2.3905)
H (3.2286, 2.0732, -3.8595)
H (1.9924, 0.3107, -4.8883)
H (-0.6352, 0.1157, 7.4684)
H (-6.1416, 2.6631, 2.0925)
H (3.6933, 4.2097, -1.4084)
H (-3.2977, -0.8394, 0.0468)
H (-1.6874, 5.7536, -0.3374)
H (5.1735, -5.0150, -1.0519)
H (-0.9416, -2.1221, 2.5781)
H (-5.7408, -0.8503, -0.3206)
H (4.3768, 2.7457, -2.1345)
H (-3.0944, 0.1834, 3.9743)
H (-2.3743, 3.4162, 0.0447)
H (-0.5082, 1.3787, -1.3648)
H (-3.2404, -2.4276, -3.9639)
H (0.5838, 0.5085, -3.8619)
H (4.2949, -1.0990, -0.4199)
H (1.3611, 0.6080, 6.1020)
H (-1.9014, 3.1483, -2.4052)
H (0.4374, 6.5912, 0.6004)
H (-7.1537, 0.8951, 0.6981)
H (-3.7158, 2.7036, 2.4760)
H (4.9201, 2.4299, 0.2600)
H (3.3416, 3.0624, 0.7411)
H (-2.5004, -5.0288, -3.7291)
H (4.1958, 0.4476, -3.0511)
H (-3.7191, 2.5871, -3.9535)
H (1.1576, 0.8764, 3.6661)
H (4.5582, -1.2358, -2.7982)
H (0.5632, -5.6031, -0.4760)

Values from the calculation:
- multiplicity = 6
- strongest force on any atom (eV/Å) = 0.61
- net charge = +4
- M (g/mol) = 1061.05
- Kohn-Sham gap (alpha / beta) (hartree) = 0.3053 / 0.2068
- energy relative to the best compared isomer or geometry (same formula, charge and spin) (kcal per mole) = 16.6

2.
C40H40O3P3PdSi | the ωB97M-V functional and the def2-TZVPD basis

Positions of all 88 atoms, in Å:
Pd (0.4987, -0.2296, 0.0341)
P (-0.4655, -0.4521, -2.1726)
P (1.2996, -2.4239, 0.5457)
P (1.2670, 2.0073, 0.8039)
Si (-1.5755, -1.1452, 0.8512)
O (1.5750, 1.4956, 2.3003)
O (2.7650, 2.0918, 0.2664)
O (0.7355, 3.4758, 1.0919)
C (0.2159, -3.1102, 1.8238)
C (4.2226, -1.4049, 3.2414)
C (-2.4868, 2.1827, -5.3363)
C (3.1699, -5.3802, -1.6110)
C (0.5846, -4.5755, -1.0034)
C (2.0887, -6.0704, -2.1363)
C (2.3541, -2.7619, -4.1124)
C (5.0014, -0.8687, 1.0284)
C (-1.4037, -4.0401, 3.8613)
C (-1.0055, -2.4713, 2.0527)
C (-3.0656, 1.9819, -4.0883)
C (-2.4117, 1.2055, -3.1486)
C (0.6022, -4.2281, 2.5605)
C (3.7977, 2.8185, 0.9730)
C (0.7935, -5.6682, -1.8272)
C (3.0344, -1.8930, 2.7122)
C (-1.8004, -2.9492, 3.1021)
C (5.2086, -0.9069, 2.4035)
C (2.1701, -0.2273, -3.0044)
C (0.5167, 1.5030, 3.2745)
C (-1.1791, 0.6168, -3.4472)
C (1.1654, -2.3462, -3.5244)
C (-2.0780, -2.5474, -3.1010)
C (-0.2084, -4.6926, 3.5819)
C (1.0620, -1.0774, -2.9626)
C (3.4496, -1.9136, -4.1470)
C (0.2415, 4.2510, -0.0254)
C (-2.9828, -3.5799, -2.9384)
C (2.9641, -4.2781, -0.7904)
C (3.8120, -1.3377, 0.4987)
C (-3.0969, -0.3383, 1.5393)
C (-1.6251, -1.8334, -1.9885)
C (-2.1220, -2.0921, -0.7020)
C (-3.4706, -3.8717, -1.6678)
C (-1.2608, 1.6096, -5.6338)
C (3.3537, -0.6421, -3.5934)
C (2.8316, -1.8806, 1.3365)
C (-3.0545, -3.1318, -0.5746)
C (1.6727, -3.8696, -0.4847)
C (-0.6000, 0.8284, -4.6927)
H (3.4756, 3.8416, 1.1607)
H (-4.0211, 2.4291, -3.8501)
H (0.0905, -5.5556, 4.1613)
H (5.7607, -0.4646, 0.3718)
H (-3.4628, -3.3757, 0.4005)
H (-0.0565, -6.2091, -2.2225)
H (1.5388, -4.7295, 2.3432)
H (6.1396, -0.5453, 2.8197)
H (-3.9027, -1.0750, 1.6129)
H (4.0189, 2.3080, 1.9074)
H (-0.8122, 1.7669, -6.6055)
H (4.2033, 0.0279, -3.6223)
H (4.3723, -2.2390, -4.6087)
H (-1.7219, -2.2989, -4.0937)
H (-0.7442, 3.8914, -0.3144)
H (-2.8709, 1.0467, -2.1785)
H (2.2522, -6.9287, -2.7747)
H (4.1793, -5.6989, -1.8350)
H (3.8195, -3.7542, -0.3844)
H (3.6397, -1.2667, -0.5708)
H (-0.3592, 0.9780, 2.8857)
H (-2.9949, 2.7872, -6.0757)
H (4.3762, -1.4186, 4.3121)
H (-3.3185, -4.1478, -3.7957)
H (0.2546, 2.5275, 3.5313)
H (2.4178, -3.7533, -4.5393)
H (0.8943, 0.9811, 4.1489)
H (-0.4304, -4.2797, -0.7621)
H (0.3565, 0.3887, -4.9447)
H (2.1156, 0.7669, -2.5716)
H (-4.1923, -4.6681, -1.5389)
H (0.9280, 4.1924, -0.8689)
H (2.2686, -2.2788, 3.3733)
H (-3.4448, 0.4677, 0.8915)
H (-2.0336, -4.3942, 4.6669)
H (0.1778, 5.2776, 0.3204)
H (4.6672, 2.8138, 0.3235)
H (0.3277, -3.0239, -3.5032)
H (-2.7491, -2.4766, 3.3258)
H (-2.9297, 0.0802, 2.5336)

Values from the calculation:
- multiplicity = 3
- strongest force on any atom (eV/Å) = 1.67
- net charge = +1
- M (g/mol) = 796.18
- Kohn-Sham gap (alpha / beta) (hartree) = 0.2565 / 0.2603
- energy relative to the best compared isomer or geometry (same formula, charge and spin) (kcal per mole) = 4.0